The following is a DFT calculation (ωB97M-V/def2-TZVPD) of a 7-piece molecular cluster, C29H57N2O14 overall at a distorted geometry.

charge: -1
E_LUMO: 1.539 eV
E_HOMO: -1.58 eV
gap between HOMO and LUMO: 3.1 eV
calculated total energy: -2301.96433 a.u.

XYZ file:
```
102
Properties=species:S:1:pos:R:3:forces:R:3:mulliken_charge:R:1
C 4.1915 2.6327 1.5068 -1.48 -1.18 -0.96 -0.641
C 3.7590 1.0936 1.2488 -0.57 0.74 -0.30 0.223
C 3.4821 0.1848 2.5200 -0.10 1.01 0.76 0.102
N 3.6339 0.7320 -0.0125 2.58 0.26 2.75 -0.679
N 3.6698 -0.6449 -0.1919 0.26 -0.94 -1.71 -0.193
C 4.8582 -0.9805 -1.0233 -1.01 0.51 0.77 -0.619
C 5.8552 -1.8207 -0.0550 -1.08 -1.00 2.91 0.517
O 5.4003 -2.3419 0.9868 1.73 1.04 -3.11 -0.606
O 7.2386 -2.0115 -0.3061 -1.36 -0.35 -0.41 -0.494
H 5.0731 2.8265 0.8219 -0.94 -0.04 1.03 0.274
H 4.4095 2.8404 2.5988 -0.21 -0.23 -1.33 0.130
H 3.3164 3.2580 1.1196 1.46 -0.58 0.77 0.045
H 2.4650 -0.3449 2.5006 1.57 0.48 -0.43 0.200
H 4.3176 -0.5505 2.7695 -1.11 0.70 -0.65 0.173
H 3.4250 0.9047 3.4285 0.04 -1.23 -1.83 -0.256
H 5.3530 -0.0484 -1.4612 -0.28 -1.19 0.55 0.304
H 4.5945 -1.6839 -1.8826 0.55 0.44 0.82 0.224
H 7.4772 -2.8209 0.2047 -0.35 0.96 -0.16 0.315
O -2.4841 -2.8954 -1.6757 0.38 0.11 0.03 -0.629
C -1.3359 -2.7087 -2.0166 -0.14 0.37 0.09 0.596
O -0.5455 -1.8945 -1.3071 -0.62 -0.41 0.20 -0.328
C 0.8775 -1.7645 -1.5102 0.47 0.38 -0.01 -0.069
C 1.1794 -0.7495 -2.5912 -0.13 -0.03 -0.29 -0.814
C -0.8070 -3.3088 -3.2900 0.31 -0.65 -0.09 -0.662
H 1.3373 -2.7364 -1.7047 -0.12 0.02 -0.03 0.261
H 1.2927 -1.4116 -0.5643 -0.04 -0.06 -0.11 0.055
H 0.7701 -1.0568 -3.5581 0.02 -0.06 -0.01 0.339
H 2.2569 -0.6138 -2.6976 -0.06 0.02 0.23 0.216
H 0.7258 0.2137 -2.3462 0.14 -0.06 0.11 0.241
H -1.0748 -2.6649 -4.1294 0.05 -0.03 0.06 0.262
H -1.2691 -4.2886 -3.4267 -0.17 0.21 -0.02 0.097
H 0.2677 -3.4769 -3.2836 0.01 0.24 -0.08 0.340
O 4.4696 1.4500 5.0799 0.54 -0.14 1.19 -0.466
C 4.3008 0.5985 5.9167 -0.31 -0.06 -0.87 0.768
O 5.2960 0.2816 6.7697 0.46 0.45 0.32 -0.355
C 5.1358 -0.5641 7.9152 -0.02 -0.26 -0.09 -0.385
C 5.2950 -2.0233 7.5403 -0.07 -0.13 -0.15 -1.084
C 3.0220 -0.1888 5.9632 -0.50 0.15 0.47 -1.161
H 4.1904 -0.3616 8.4244 -0.03 -0.03 -0.12 0.340
H 5.9280 -0.2843 8.6134 -0.01 0.17 -0.21 0.349
H 4.5286 -2.3417 6.8313 -0.01 0.02 0.10 0.287
H 5.2307 -2.6577 8.4272 0.01 0.04 -0.02 0.370
H 6.2612 -2.1891 7.0586 -0.04 0.06 0.10 0.309
H 3.0829 -1.0142 5.2511 0.01 0.10 -0.02 0.269
H 2.2008 0.4709 5.6777 0.18 -0.11 -0.24 0.351
H 2.7766 -0.5724 6.9522 0.12 -0.18 -0.03 0.484
O 2.9784 5.4789 0.8955 -0.80 0.21 -0.06 -0.557
C 1.8945 5.6614 1.3919 0.70 0.38 0.01 0.942
O 0.7829 5.2364 0.7608 -0.09 -0.45 -0.35 -0.383
C -0.5219 5.2223 1.3505 -0.03 0.14 0.04 -0.373
C -1.2095 6.5621 1.1823 0.06 0.22 0.01 -0.972
C 1.7544 6.4448 2.6677 -0.08 -0.35 0.48 -0.946
H -0.4785 4.9004 2.3935 0.07 0.10 -0.03 0.344
H -1.0893 4.4578 0.8155 0.27 0.00 -0.06 0.337
H -0.6657 7.3595 1.6928 -0.06 -0.08 0.07 0.269
H -2.2256 6.5260 1.5815 0.04 -0.01 -0.02 0.352
H -1.2562 6.8357 0.1255 -0.04 -0.12 0.05 0.298
H 1.7353 7.5110 2.4344 -0.02 -0.07 0.01 0.273
H 2.6166 6.2314 3.2995 -0.02 0.14 -0.23 0.060
H 0.8761 6.1808 3.2526 -0.04 0.18 -0.03 0.391
O -2.0468 -4.8494 -7.9788 -0.62 0.10 0.10 -0.598
C -3.0472 -5.0235 -7.3238 0.51 0.10 0.09 0.725
O -4.1261 -4.2469 -7.5207 0.07 0.02 -0.57 -0.374
C -5.4185 -4.4962 -6.9438 -0.04 0.06 0.32 -0.012
C -5.5164 -3.8963 -5.5559 0.26 -0.16 0.25 -0.990
C -3.0745 -6.0410 -6.2173 -0.21 -0.67 -0.08 -0.683
H -5.6575 -5.5632 -6.9594 0.17 -0.02 0.07 0.233
H -6.1426 -4.0099 -7.5956 0.37 0.00 -0.04 0.050
H -4.7948 -4.3489 -4.8718 -0.03 -0.04 -0.05 0.360
H -6.5161 -4.0366 -5.1456 0.12 0.04 -0.06 0.337
H -5.2966 -2.8271 -5.5867 -0.13 -0.08 -0.08 0.277
H -2.6578 -5.5981 -5.3111 -0.07 -0.01 -0.06 0.046
H -2.4598 -6.8919 -6.5163 0.14 0.25 0.06 0.309
H -4.0657 -6.4388 -6.0096 -0.02 0.19 0.17 0.319
O 2.0204 6.5396 5.8023 0.23 -0.49 0.28 -0.591
C 2.9467 5.9414 6.2970 -0.22 0.36 0.07 0.772
O 2.8056 4.6541 6.6496 -0.38 -0.14 -0.29 -0.357
C 3.8890 3.8042 7.0556 0.19 0.02 0.34 0.177
C 4.1618 3.9467 8.5396 -0.03 0.22 0.13 -1.133
C 4.2363 6.6463 6.6135 0.55 0.03 -0.42 -1.031
H 4.7769 3.9792 6.4452 -0.10 -0.01 0.01 0.374
H 3.5706 2.7843 6.8473 -0.16 0.32 -0.15 -0.210
H 4.4727 4.9618 8.7961 0.08 -0.07 -0.02 0.342
H 4.9464 3.2550 8.8540 -0.03 0.01 -0.05 0.343
H 3.2566 3.7374 9.1151 0.05 -0.07 -0.08 0.326
H 4.1465 7.1419 7.5818 0.00 -0.05 -0.06 0.276
H 4.4169 7.3964 5.8416 -0.20 0.04 0.18 0.306
H 5.1062 5.9928 6.6141 -0.05 -0.03 0.21 0.359
O -7.8967 -3.0514 -6.7516 -1.18 0.16 -0.13 -0.523
C -8.9178 -3.1255 -7.3923 0.51 -0.12 -0.06 0.757
O -10.0944 -3.3107 -6.7672 -0.03 0.23 0.49 -0.363
C -11.3729 -3.2130 -7.4084 -0.10 -0.18 -0.16 -0.415
C -11.7624 -4.5296 -8.0491 0.11 -0.15 -0.10 -0.947
C -8.8851 -3.1096 -8.8954 -0.07 0.57 -0.36 -1.037
H -11.3961 -2.3792 -8.1139 0.10 -0.08 -0.01 0.363
H -12.0902 -2.9707 -6.6215 0.27 0.01 0.09 0.296
H -11.0615 -4.8167 -8.8354 -0.08 0.08 -0.03 0.272
H -12.7620 -4.4650 -8.4838 0.04 0.01 0.03 0.350
H -11.7528 -5.3312 -7.3071 -0.06 0.12 0.01 0.296
H -8.6791 -4.1172 -9.2610 -0.03 0.06 0.02 0.255
H -8.0839 -2.4410 -9.2150 0.07 -0.25 0.12 0.327
H -9.7981 -2.7324 -9.3516 -0.07 -0.22 -0.01 0.384
```
Positions in Å, forces in eV/Å.

The following is a DFT calculation (ωB97M-V/def2-TZVPD) of C58H40BiF5N3O2P2S2 as an isolated structure at a distorted geometry.

relative energy (zero: lowest compared OMol25 entry of this formula, charge and spin): 76.9 kcal/mol
charge: +1
E_LUMO: -4.012 eV
E_HOMO: -10.11 eV
gap between HOMO and LUMO: 6.1 eV
calculated total energy: -4741.64663 a.u.

XYZ file:
```
113
Properties=species:S:1:pos:R:3:forces:R:3:mulliken_charge:R:1
Bi -0.2691 -0.9131 1.5969 1.22 -1.44 0.57 2.478
S 1.0589 -1.5292 3.9801 -0.09 0.60 -1.08 -0.446
C 2.6083 -1.4286 3.1479 0.16 1.63 -1.22 0.304
N 2.8582 -0.9578 1.9100 -0.82 -1.23 0.73 0.199
C 4.2179 -1.0705 1.5630 1.20 0.18 1.96 -0.262
C 4.9687 -0.5802 0.4402 -1.60 -0.05 0.43 -0.346
C 6.3627 -0.5976 0.4957 -1.49 0.20 -1.05 -0.887
C 7.0360 -1.0401 1.6084 0.69 -0.20 -0.01 -0.689
C 6.3575 -1.5028 2.7254 0.89 -0.30 -0.28 -0.436
C 4.9840 -1.5620 2.7161 -0.42 1.47 -1.62 0.648
S 4.0008 -1.7560 4.1122 -0.19 -0.73 -0.37 -0.300
H 4.4492 -0.1511 -0.4599 0.53 -0.55 1.11 0.459
H 6.8522 -0.2603 -0.4169 0.29 -0.02 0.42 0.425
H 8.1203 -1.0108 1.5415 -0.12 -0.15 0.45 0.391
H 6.9284 -1.8468 3.5742 -0.02 0.05 0.20 0.426
C -1.8795 4.4120 -4.3544 -1.44 -0.92 0.45 -2.136
C -0.9537 3.4833 -3.5713 0.12 0.61 0.12 2.060
C 0.4732 3.6247 -4.2248 -0.97 -2.03 0.15 -1.692
C -1.4622 2.0585 -3.5947 -1.08 -1.05 -1.63 0.160
C -2.3123 1.4581 -4.6129 1.10 1.50 -0.09 -0.536
C -2.6012 0.1179 -4.6194 -0.34 -0.53 0.23 -1.192
C -2.0210 -0.7724 -3.7129 -0.36 0.00 -0.05 -0.364
C -1.2275 -0.2469 -2.6865 -0.74 0.66 -1.47 -0.115
P -0.2920 -1.3046 -1.6241 0.58 -0.86 1.82 1.693
C 1.3093 -1.5812 -2.4243 1.34 0.59 1.03 -0.125
C 1.3978 -1.7670 -3.7879 0.78 -0.91 -0.95 -0.409
C 2.6042 -2.2892 -4.3083 0.15 0.54 1.39 -0.895
C 3.7469 -2.4492 -3.4757 0.26 0.16 -2.16 -0.592
C 3.6824 -2.2258 -2.1319 -1.43 0.42 0.82 -0.611
C 2.4700 -1.7292 -1.6117 -0.96 -0.58 0.45 0.385
C -1.1264 -2.9255 -1.7783 -1.24 -0.11 -0.55 0.904
C -0.4677 -4.0972 -2.1697 -0.24 0.00 0.86 -0.243
C -1.2575 -5.2191 -2.4858 0.91 -0.33 0.14 -0.890
C -2.5809 -5.2617 -2.1462 -1.25 0.99 0.36 -0.558
C -3.2750 -4.1154 -1.6082 2.44 -0.74 -1.18 -1.183
C -2.5648 -2.9229 -1.5733 1.03 0.51 0.69 -0.383
C -1.0567 1.1710 -2.6377 1.01 -1.01 1.92 -0.278
O -0.3534 1.5882 -1.4539 -0.80 0.42 -1.02 0.093
C -0.5193 2.9239 -1.1031 0.51 0.37 0.47 -0.689
C -0.2658 3.2940 0.2583 -1.24 0.70 -0.16 0.466
C -0.4158 4.6466 0.6379 0.22 -0.25 -2.24 -0.724
C -0.5529 5.5843 -0.4113 -0.10 0.42 1.83 -1.315
C -0.7739 5.2374 -1.7205 -0.77 -0.02 -0.67 -0.354
C -0.8360 3.8858 -2.0789 0.73 -0.19 -0.44 0.350
P 0.1785 2.2041 1.6332 -0.38 -0.72 0.32 0.988
C 1.7842 2.9001 2.1097 -0.92 0.90 3.52 0.605
C 1.8658 3.7504 3.2725 -0.13 1.18 -1.75 -0.363
C 3.0460 4.4325 3.5594 -1.11 -0.31 0.37 -0.683
C 4.1698 4.1307 2.8579 1.91 -0.27 -1.72 -0.410
C 4.1541 3.1883 1.8176 -0.51 -0.48 0.43 -0.752
C 2.9504 2.5230 1.5202 1.19 0.28 -0.21 -0.491
C -0.9775 2.5477 3.0704 -0.45 -0.51 -0.38 0.495
C -0.6385 1.8676 4.2431 -0.05 0.43 -0.30 -0.690
C -1.5813 1.6499 5.2438 0.56 0.77 -0.95 -0.877
C -2.7833 2.3429 5.2191 0.18 -1.13 0.87 -0.444
C -3.0919 3.1005 4.1026 -1.49 0.75 1.07 -0.820
C -2.2714 3.0808 3.0039 0.66 0.91 -2.13 -0.491
H -1.9105 4.0556 -5.3882 -0.24 0.14 0.14 0.479
H -1.5744 5.4335 -4.3936 0.53 0.64 0.07 0.545
H -2.9040 4.4032 -3.8969 0.70 -0.06 -0.60 0.376
H 0.4717 3.4480 -5.3333 -0.10 0.18 1.06 0.348
H 1.0921 2.8669 -3.7210 0.25 0.33 -0.39 0.437
H 0.8111 4.5944 -3.9691 0.59 1.00 -0.02 0.463
H -2.6454 2.0421 -5.4992 0.09 -0.22 1.07 0.245
H -3.3274 -0.2999 -5.3068 0.24 0.22 -0.32 0.463
H -2.2761 -1.8545 -3.8583 0.63 1.15 0.51 0.340
H 0.5210 -1.5358 -4.4071 0.47 -0.46 0.03 0.412
H 2.6950 -2.6534 -5.3049 -0.10 0.34 -0.81 0.452
H 4.7485 -2.6194 -3.9603 -1.29 -0.46 0.55 0.318
H 4.4843 -2.5361 -1.4847 0.28 0.49 0.18 0.584
H 2.3487 -1.5223 -0.5275 0.27 -0.30 -0.73 -0.071
H 0.6185 -4.2446 -2.0112 -0.59 0.51 -0.88 0.493
H -0.7930 -6.1067 -2.9475 -0.17 0.49 0.51 0.356
H -3.1078 -6.1954 -2.2982 -0.18 0.10 0.06 0.432
H -4.2726 -4.2447 -1.2929 -1.02 0.22 0.20 0.546
H -3.0118 -1.9232 -1.2894 0.23 -1.41 -0.27 0.194
H -0.4119 4.9709 1.6798 0.33 -0.14 -0.36 0.467
H -0.4958 6.6210 -0.1078 -0.24 0.16 -0.23 0.418
H -1.0170 6.0231 -2.4849 0.56 -0.86 0.92 0.222
H 1.0054 4.1947 3.7606 -0.36 -0.68 -0.02 0.203
H 3.0451 5.2493 4.2750 0.01 -0.33 0.15 0.424
H 5.1044 4.6687 3.0283 -0.28 -0.13 0.11 0.378
H 5.0538 2.9171 1.2570 -0.27 0.17 0.37 0.431
H 2.8992 1.6734 0.8815 0.33 -0.34 -0.92 0.518
H 0.4012 1.6248 4.3395 0.27 -0.86 0.33 0.550
H -1.3334 0.9911 6.0307 0.24 -0.39 0.96 0.557
H -3.4015 2.1704 6.1228 -0.02 0.67 -0.95 0.372
H -3.9756 3.7689 4.1676 0.49 -0.75 -0.49 0.381
H -2.5993 3.5627 2.0464 0.27 -0.30 1.04 0.338
F 0.2668 -8.0328 1.0705 -0.56 1.34 -0.79 -0.326
C -0.1526 -6.7331 0.9878 0.75 -0.24 -0.16 0.484
C -1.4800 -6.3752 1.0973 -0.72 -1.08 0.41 0.546
F -2.4477 -7.2696 0.9147 -0.06 -0.63 0.01 -0.381
C -1.8769 -5.1369 1.4808 1.16 1.87 -0.26 -0.008
F -3.1784 -4.8598 1.5576 -0.14 0.06 0.18 -0.423
C -0.9231 -4.0887 1.6788 -0.88 -1.00 -0.28 0.679
O -1.3665 -2.9114 2.0947 0.74 1.00 -0.57 -0.923
C 0.4070 -4.4096 1.3645 -0.87 -0.31 0.23 -0.215
F 1.2934 -3.4246 1.6487 0.41 -0.33 -0.93 0.448
C 0.7687 -5.6951 0.9075 0.07 -0.06 1.05 -0.269
F 2.0226 -6.0329 0.6110 0.30 0.43 0.28 -0.356
N -7.8368 0.2696 0.7460 3.52 0.36 0.86 -0.411
C -6.6998 0.3031 1.0608 -4.38 -0.63 -0.25 -0.281
C -5.3510 0.1446 1.4551 3.41 -0.20 -1.23 0.290
C -4.8160 -0.6958 2.4532 -0.25 1.46 -1.02 -0.797
C -3.4374 -0.8953 2.5647 -0.25 -0.32 -0.08 -0.503
N -2.5557 -0.3591 1.6848 -0.97 0.77 -0.04 1.116
C -3.0200 0.4585 0.6798 -1.19 -0.78 1.29 0.273
C -4.3854 0.6987 0.5558 -0.03 -0.55 0.42 -0.982
H -5.5163 -1.1251 3.1103 -0.37 -0.76 0.94 0.617
H -3.1082 -1.5929 3.3750 0.21 0.82 -1.07 0.404
H -2.3613 0.9124 -0.0580 0.38 -0.35 0.35 -0.097
H -4.7154 1.2172 -0.3247 -0.15 0.41 -0.08 0.582
```
Positions in Å, forces in eV/Å.

The following is a DFT calculation (ωB97M-V/def2-TZVPD) of I7Ni2 as an isolated structure at a distorted geometry.

charge: -3
spin multiplicity: 5
E_LUMO (spin up / spin down): 6.120 / 5.677 eV
E_HOMO (spin up / spin down): 1.25 / 1.47 eV
gap between HOMO and LUMO (spin up / spin down): 4.9 / 4.2 eV
calculated total energy: -5100.66885 a.u.

XYZ file:
```
9
Properties=species:S:1:pos:R:3:forces:R:3:mulliken_charge:R:1
Ni 10.5283 5.8187 5.7851 -0.36 1.24 0.34 0.198
Ni 11.5048 3.4216 7.5350 1.01 0.21 0.46 0.350
I 10.3944 1.7566 9.2346 0.07 -0.32 0.05 -0.553
I 13.1608 5.2068 9.0105 -0.86 1.29 0.73 -0.554
I 6.5676 4.0180 6.7187 -0.21 0.03 0.00 -0.821
I 11.5878 3.9442 4.6864 0.36 -1.13 -0.52 -0.385
I 14.0171 2.6070 7.4324 0.61 -1.85 -0.95 -0.564
I 10.7269 8.2638 4.9059 -0.06 0.23 -0.08 -0.643
I 9.7017 5.2872 8.0357 -0.56 0.29 -0.02 -0.026
```
Positions in Å, forces in eV/Å.